{
  "formula": "C2H5N3S",
  "method": "ωB97M-V/def2-TZVPD",
  "e_tot_ha": -641.6689,
  "homo_energy_ev": -8.64,
  "lumo_energy_ev": 0.4,
  "fmax_ev_per_a": 0.9,
  "orbital_gap_ha": 0.334,
  "total_charge": 0,
  "relative_energy_kcal_mol": 9.51,
  "species": ["C", "C", "H", "H", "H", "H", "H", "N", "N", "N", "S"],
  "coordinates": [[0.33, -0.34, -0.61], [-0.25, 1.77, 0.65], [1.62, -0.07, -2.23], [1.08, -1.69, -1.92], [0.68, 1.58, -1.15], [-0.08, 2.85, 0.47], [-0.93, 0.41, 1.77], [0.94, -0.70, -1.77], [0.28, 1.01, -0.42], [-0.82, 1.41, 1.71], [-0.35, -1.49, 0.38]],
  "nbo_charge": [0.278, 0.268, 0.386, 0.420, 0.391, 0.162, 0.367, -0.798, -0.626, -0.627, -0.222]
}